P | Entry from the OMol25 dataset: C4H4 in the gas phase (wB97M-V/def2-TZVPD).

CARTESIAN COORDINATES (ANGSTROEM)
C1 -0.083 -0.233 1.694
C2 -0.704 -0.222 0.469
C3 0.060 0.153 -0.759
C4 0.741 0.385 -1.707
H1 -0.547 -0.601 2.615
H2 0.968 0.199 1.673
H3 -1.617 -0.764 0.252
H4 1.112 0.669 -2.727

Results
Charge: 0
SMILES string: C#CC=C

The net atomic charges from natural (NBO), expressed in e, are: -0.343, -0.268, -0.047, -0.242, 0.213, 0.212, 0.224, 0.251

---

Q | Entry from the OMol25 dataset: C4H4 in the gas phase (wB97M-V/def2-TZVPD).

CARTESIAN COORDINATES (ANGSTROEM)
C1 -0.866 0.846 0.927
C2 -0.056 -0.196 0.650
C3 0.539 -0.471 -0.609
C4 1.045 -0.856 -1.660
H1 -1.386 1.053 1.786
H2 -0.732 1.681 0.176
H3 0.024 -0.973 1.354
H4 1.432 -1.085 -2.623

Results
Charge: 0
SMILES string: C#CC=C

The net atomic charges from natural (NBO), expressed in e, are: -0.324, -0.270, -0.049, -0.206, 0.201, 0.195, 0.217, 0.236

---

Energies, relative to the best one, in kcal/mol: P 1.4; Q 0.0.

---

P | Entry from the OMol25 dataset: C4H3N3O in the gas phase (wB97M-V/def2-TZVPD).

CARTESIAN COORDINATES (ANGSTROEM)
C1 -1.542 -0.133 -0.518
C2 0.707 0.065 0.491
C3 1.391 -1.101 -0.189
C4 0.974 1.390 -0.145
H1 -0.992 0.044 -1.509
H2 -1.101 -0.431 1.441
H3 1.020 0.184 1.514
N1 -0.719 -0.089 0.570
N2 1.879 -2.049 -0.628
N3 1.121 2.417 -0.593
O1 -2.737 -0.297 -0.435

Results
Charge: 0
SMILES string: N#CC(C#N)NC=O

Atomic partial charges in e from the natural (NBO) method, atoms 1 to 8: 0.536, -0.210, 0.244, 0.252, 0.125, 0.420, 0.287, -0.611

---

Q | Entry from the OMol25 dataset: C4H3N3O in the gas phase (wB97M-V/def2-TZVPD).

CARTESIAN COORDINATES (ANGSTROEM)
C1 0.448 0.107 1.278
C2 -0.417 -0.966 0.937
C3 -0.945 -0.820 -0.330
C4 1.141 0.756 -1.050
H1 -0.802 -1.526 1.730
H2 -1.752 -1.352 -0.919
H3 1.820 1.021 -1.953
N1 -1.127 0.513 -0.866
N2 -0.342 1.329 -1.209
N3 1.452 0.155 0.089
O1 0.523 0.783 2.292

Results
Charge: 0
SMILES string: O=c1ccnncn1

Atomic partial charges in e from the natural (NBO) method, atoms 1 to 8: 0.639, -0.339, -0.023, 0.169, 0.241, 0.238, 0.219, -0.104

---

Energies, relative to the best one, in kcal/mol: P 0.0; Q 76.9.

---

P | Entry from the OMol25 dataset: a molecular structure, C4H3N3O (wB97M-V/def2-TZVPD).

CARTESIAN COORDINATES (ANGSTROEM)
C1 -2.004 -0.110 -0.083
C2 -0.008 -0.761 0.056
C3 1.954 -0.084 -0.075
C4 -0.029 0.591 0.129
H1 -3.017 0.147 0.168
H2 3.102 0.198 -0.086
H3 -1.396 2.204 0.550
N1 -1.315 -1.228 -0.003
N2 1.294 -1.170 0.043
N3 -1.155 1.110 -0.141
O1 1.259 1.081 -0.011

Results
Charge: 0

Atomic partial charges in e from the natural (NBO) method, atoms 1 to 8: 0.176, 0.155, 0.339, 0.308, 0.201, 0.202, 0.422, -0.389

---

Q | Entry from the OMol25 dataset: a molecular structure, C4H3N3O (wB97M-V/def2-TZVPD).

CARTESIAN COORDINATES (ANGSTROEM)
C1 0.577 1.209 0.612
C2 1.163 -0.306 0.654
C3 -0.101 -0.594 -0.080
C4 -0.984 -1.009 -1.192
H1 2.283 -0.598 0.227
H2 1.468 -0.559 1.738
H3 -0.773 -1.776 -2.048
N1 -2.108 -0.018 -1.113
N2 -1.871 0.810 -0.066
N3 -0.759 0.555 0.450
O1 1.105 2.285 0.818

Results
Charge: 0

Atomic partial charges in e from the natural (NBO) method, atoms 1 to 8: 0.735, -0.543, 0.101, -0.141, 0.252, 0.264, 0.261, -0.192

---

Energies, relative to the best one, in kcal/mol: P 0.0; Q 41.9.

---

P | Entry from the OMol25 dataset: C3H3N3 in the gas phase (wB97M-V/def2-TZVPD).

CARTESIAN COORDINATES (ANGSTROEM)
C1 -0.436 0.370 -0.103
C2 0.392 -3.349 0.503
C3 0.057 1.559 -0.809
N1 0.029 -2.338 0.982
N2 -0.530 -1.295 1.530
N3 -0.373 -0.294 0.864
H1 -0.545 1.844 -1.668
H2 0.283 2.225 -0.043
H3 1.124 1.279 -1.256

Results
Charge: 0

Atomic partial charges in e from the natural (NBO) method, atoms 1 to 8: 0.316, 0.211, -0.700, -0.380, -0.174, -0.036, 0.253, 0.254

---

Q | Entry from the OMol25 dataset: C3H3N3 in the gas phase (wB97M-V/def2-TZVPD).

CARTESIAN COORDINATES (ANGSTROEM)
C1 -0.854 0.912 1.532
C2 0.180 -0.984 -1.043
C3 1.410 -0.312 -1.424
H1 -0.595 1.826 2.074
H2 -1.521 0.090 2.167
H3 -0.007 -1.976 -1.492
N1 -0.354 0.836 0.225
N2 -0.696 -0.463 -0.240
N3 2.436 0.070 -1.798

Results
Charge: 0
SMILES string: C=N/N=C\C#N

Atomic partial charges in e from the natural (NBO) method, atoms 1 to 8: -0.056, -0.024, 0.206, 0.191, 0.204, 0.234, -0.275, -0.218

---

Energies, relative to the best one, in kcal/mol: P 56.8; Q 0.0.

---

P | Entry from the OMol25 dataset: C3H3N3 in the gas phase (wB97M-V/def2-TZVPD).

CARTESIAN COORDINATES (ANGSTROEM)
N1 -0.902 -0.965 -0.040
C1 0.087 0.022 0.369
C2 1.433 -0.217 -0.211
N2 2.474 -0.488 -0.638
C3 -0.335 1.422 0.121
N3 -0.735 2.496 -0.028
H1 -1.741 -0.563 -0.432
H2 -0.518 -1.704 -0.608
H3 0.146 -0.126 1.446

Results
Charge: 0
SMILES string: N#CC(N)C#N

Atomic partial charges in e from the natural (NBO) method, atoms 1 to 8: -0.812, -0.232, 0.260, -0.262, 0.261, -0.261, 0.390, 0.389

---

Q | Entry from the OMol25 dataset: C3H3N3 in the gas phase (wB97M-V/def2-TZVPD).

CARTESIAN COORDINATES (ANGSTROEM)
C1 -1.600 0.228 0.584
C2 0.516 -1.191 0.882
C3 0.584 0.468 -0.803
N1 -2.598 0.674 0.859
N2 1.031 -1.706 1.767
N3 -0.127 -0.573 -0.069
H1 -0.210 1.103 -1.073
H2 1.371 0.970 -0.374
H3 1.033 0.026 -1.774

Results
Charge: 0
SMILES string: CN(C#N)C#N

Atomic partial charges in e from the natural (NBO) method, atoms 1 to 8: 0.381, 0.371, -0.400, -0.341, -0.282, -0.383, 0.227, 0.210

---

R | Entry from the OMol25 dataset: C3H3N3 in the gas phase (wB97M-V/def2-TZVPD).

CARTESIAN COORDINATES (ANGSTROEM)
C1 0.354 -0.785 -0.035
C2 -0.004 -0.058 -1.186
N1 -0.431 1.194 -1.129
N2 -0.622 1.759 0.131
N3 -0.456 1.075 1.217
C3 0.057 -0.195 1.173
H1 0.836 -1.750 -0.186
H2 0.066 -0.591 -2.148
H3 0.199 -0.648 2.162

Results
Charge: 0
SMILES string: c1cnnnc1

Atomic partial charges in e from the natural (NBO) method, atoms 1 to 8: -0.254, 0.034, -0.240, 0.007, -0.212, 0.007, 0.232, 0.208

---

Energies, relative to the best one, in kcal/mol: P 0.0; Q 63.4; R 22.3.

---

P | Entry from the OMol25 dataset: a molecular structure, C3H3N3 (wB97M-V/def2-TZVPD).

CARTESIAN COORDINATES (ANGSTROEM)
N1 -0.686 -0.760 -0.327
C1 0.310 -0.071 0.284
C2 1.663 -0.534 -0.063
N2 2.711 -0.968 -0.301
C3 -0.475 1.740 0.159
N3 -1.623 1.864 0.360
H1 -1.564 -0.273 -0.192
H2 -0.534 -1.158 -1.244
H3 0.198 0.159 1.326

Results
Charge: 0

Atomic partial charges in e from the natural (NBO) method, atoms 1 to 8: -0.734, 0.036, 0.217, -0.216, 0.082, -0.485, 0.431, 0.405

---

Q | Entry from the OMol25 dataset: a molecular structure, C3H3N3 (wB97M-V/def2-TZVPD).

CARTESIAN COORDINATES (ANGSTROEM)
N1 -0.296 -1.481 -0.541
C1 0.331 0.620 0.632
C2 0.619 -0.552 -0.129
N2 1.841 -0.345 -0.154
C3 -0.235 1.774 0.009
N3 -0.741 2.692 -0.493
H1 -0.656 -2.074 0.185
H2 -0.959 -1.115 -1.201
H3 0.096 0.482 1.690

Results
Charge: 0

Atomic partial charges in e from the natural (NBO) method, atoms 1 to 8: -0.882, -0.263, 0.314, -0.163, 0.224, -0.282, 0.403, 0.403

---

Energies, relative to the best one, in kcal/mol: P 0.0; Q 4.5.